{"formula": "C5H13NOPS", "method": "ωB97M-V/def2-TZVPD", "s_squared": 2.0109, "total_charge": 1, "spin_multiplicity": 3, "lumo_ev": [-3.410, -7.819], "species": ["C", "H", "C", "H", "H", "N", "C", "H", "C", "H", "S", "H", "P", "H", "O", "C", "H", "H", "H", "H", "H", "H"], "coordinates": [[-1.839, -0.461, -0.296], [-0.965, -2.801, -0.821], [0.198, 0.274, 2.810], [-0.540, -0.594, -1.817], [1.218, 2.401, -3.122], [0.412, 0.126, -0.035], [1.371, 0.821, -0.677], [1.747, 0.360, -1.594], [-0.444, -0.820, -0.751], [1.738, 3.403, -1.460], [0.549, 2.826, -1.863], [-2.514, -1.391, -0.308], [-0.489, 0.995, 1.231], [0.684, -2.660, -1.029], [-1.732, -0.022, 1.050], [-0.108, -2.227, -0.502], [1.260, -0.159, 2.671], [-2.501, 0.249, -0.853], [-0.369, -0.462, 3.373], [0.005, -2.494, 0.548], [0.438, 1.051, 3.554], [1.880, 1.583, -0.110]]}


{"formula": "C12H14NO2", "method": "ωB97M-V/def2-TZVPD", "de_lowest_kj_mol": 662.9, "total_charge": -1, "smiles": "C=CC[C@H](C(C)=[N+]([O-])[O-])c1ccccc1", "spin_multiplicity": 1, "lumo_ev": 3.202, "species": ["C", "C", "H", "O", "C", "C", "H", "C", "H", "C", "C", "H", "H", "H", "H", "H", "H", "C", "C", "H", "H", "C", "H", "N", "H", "H", "C", "C", "O"], "coordinates": [[-0.212, 0.678, -0.384], [2.752, 1.873, -1.340], [0.294, 2.767, -0.183], [-3.855, 1.671, 0.117], [-0.203, -3.046, -1.149], [0.054, -0.805, -0.253], [-2.723, 0.579, 2.322], [0.683, -3.542, -0.136], [-1.042, -1.399, -2.109], [-1.756, 0.957, 0.394], [-0.459, -1.727, -1.242], [1.619, -2.978, 1.706], [-2.281, 2.298, 2.000], [2.712, 0.673, 0.408], [3.786, 1.515, -1.480], [0.679, 1.647, 1.365], [-0.588, -3.767, -1.871], [1.075, -2.702, 0.792], [-1.953, 1.259, 1.866], [-0.595, 0.926, -1.317], [2.401, 2.730, -2.035], [0.719, 1.769, 0.199], [0.893, -4.571, 0.006], [-2.720, 1.314, -0.392], [1.362, -0.633, 1.548], [-0.947, 1.065, 2.366], [2.129, 1.511, -0.233], [0.892, -1.340, 0.687], [-2.715, 1.281, -1.651]]}


{"formula": "C3H12O4", "method": "ωB97M-V/def2-TZVPD", "de_lowest_kj_mol": 159.9, "smiles": "C=CCO.O.O.O", "spin_multiplicity": 1, "lumo_ev": 0.370, "species": ["O", "O", "O", "H", "O", "H", "C", "H", "H", "H", "H", "H", "H", "H", "H", "H", "C", "H", "C"], "coordinates": [[1.873, -2.705, -1.333], [-1.279, 2.105, 0.425], [3.320, -0.445, -3.006], [-0.826, -0.057, -2.094], [-0.042, 0.427, -1.825], [3.256, 0.493, -3.240], [-1.072, 1.587, 1.769], [-0.016, 1.854, 1.858], [-0.181, -0.344, 1.392], [-1.621, 2.044, 2.592], [-2.815, -0.170, 2.946], [1.218, -2.061, -1.600], [-1.716, -1.585, 3.081], [-2.045, 1.629, 0.074], [-0.222, 0.799, -0.952], [2.732, -2.459, -1.699], [-1.090, 0.081, 1.820], [2.372, -0.607, -2.896], [-1.845, -0.585, 2.688]]}


{"formula": "C9H11BN2O2S", "method": "ωB97M-V/def2-TZVPD", "de_lowest_kj_mol": 0.0, "smiles": "CCCc1nnc(-c2ccsc2BO)o1", "spin_multiplicity": 1, "lumo_ev": 0.070, "species": ["C", "N", "H", "H", "H", "H", "H", "C", "C", "S", "H", "H", "C", "H", "C", "H", "C", "B", "N", "C", "C", "O", "O", "C", "H", "H"], "coordinates": [[-1.178, 4.222, -1.981], [-0.164, 0.085, 1.902], [-1.394, 5.252, -2.090], [1.537, -1.714, 3.204], [-0.680, 0.318, -4.198], [2.309, -3.126, 2.531], [2.613, -1.170, 0.836], [0.651, -0.358, 1.063], [-0.657, 2.232, -0.868], [-1.104, 3.043, -3.201], [1.408, -2.079, 0.102], [-0.525, -2.448, 1.617], [1.440, -2.425, 2.383], [-0.507, -3.510, 3.144], [-0.874, 3.630, -0.811], [-1.012, -1.614, -2.664], [-0.284, 1.378, 0.235], [-0.846, 0.240, -3.017], [-0.809, 1.127, 1.398], [1.585, -1.521, 1.149], [0.079, -3.092, 2.188], [0.623, 0.428, -0.101], [-0.835, -0.825, -2.226], [-0.740, 1.725, -2.265], [0.314, -3.941, 1.463], [-0.950, 4.143, 0.210]]}


{"formula": "C32H38BrClF5GeO3RuSe2", "method": "ωB97M-V/def2-TZVPD", "s_squared": 8.7687, "de_lowest_kj_mol": 128.2, "spin_multiplicity": 6, "lumo_ev": [-0.126, -2.163], "species": ["H", "H", "C", "C", "C", "H", "C", "H", "Ru", "C", "C", "C", "C", "C", "H", "C", "H", "H", "H", "H", "H", "H", "C", "H", "H", "O", "H", "C", "H", "H", "H", "H", "F", "F", "H", "F", "Ge", "C", "H", "H", "C", "F", "C", "H", "C", "C", "Br", "C", "H", "C", "C", "C", "H", "O", "C", "H", "C", "C", "C", "H", "Se", "H", "C", "H", "C", "C", "O", "H", "H", "C", "Cl", "C", "H", "H", "H", "H", "H", "C", "H", "C", "H", "F", "H", "Se"], "coordinates": [[-5.953, 3.617, 0.470], [-4.869, -0.177, -1.509], [-3.300, 2.595, 5.282], [3.806, -1.587, -2.739], [6.874, -1.352, 1.202], [-2.953, 3.021, 0.570], [-3.437, 1.469, 6.109], [-4.282, 3.771, -3.504], [-1.191, -0.400, 0.798], [4.454, -0.201, -0.159], [2.341, -0.179, 1.509], [-3.034, -5.073, -3.627], [-2.426, -1.282, 3.857], [-2.735, 0.037, 4.298], [7.898, -1.362, 1.569], [3.131, -0.291, -2.256], [-3.242, -0.643, 6.272], [-5.533, 2.554, -3.713], [5.765, -0.965, 3.679], [1.218, 0.656, -2.526], [6.311, 2.049, 1.519], [6.859, 1.171, 0.094], [-2.806, -5.649, -2.377], [-1.406, 2.016, -3.210], [-4.002, 0.276, -0.035], [-2.290, 1.114, 2.190], [6.373, -2.253, 1.547], [6.139, -0.105, 1.716], [3.825, 0.896, -3.926], [-2.775, 3.300, 3.339], [-3.842, 2.109, -3.880], [3.665, -1.697, -3.812], [-3.297, -3.128, -4.950], [-3.234, -5.854, -4.692], [-2.502, 3.972, -0.846], [-2.802, -6.980, -2.251], [-4.537, 2.407, -1.343], [-3.147, 0.220, 5.630], [5.743, 0.804, 3.650], [1.132, -1.111, -2.407], [3.854, 0.934, -2.840], [-2.402, -5.368, -0.076], [-2.790, 2.976, -0.507], [4.895, 0.986, -2.534], [6.833, 1.156, 1.181], [-2.891, 2.447, 3.991], [0.821, -0.192, 2.699], [4.708, -0.139, 1.211], [5.302, -0.233, -0.822], [2.050, -0.219, 0.121], [-2.611, -3.435, -1.381], [-2.602, -4.830, -1.281], [-3.529, 3.573, 5.677], [-2.110, -1.628, 2.721], [-2.846, -2.891, -2.641], [-5.616, 4.690, -0.886], [3.200, -0.225, -0.733], [-4.534, 2.729, -3.321], [1.706, -0.276, -2.802], [3.698, -0.082, 3.120], [-1.229, 1.822, -0.703], [3.360, -2.447, -2.245], [6.225, -0.082, 3.245], [-2.600, 0.852, -2.557], [-2.614, 1.169, 3.414], [3.604, -0.122, 2.050], [0.838, -0.269, -0.291], [7.857, 1.200, 1.544], [3.360, 1.844, -2.509], [-1.573, 1.196, -2.512], [-3.961, 1.686, 7.741], [-5.886, 3.674, -0.611], [4.874, -1.595, -2.538], [-2.470, -2.062, 4.636], [1.719, -0.352, -3.888], [-6.872, 3.472, -1.023], [-0.902, 0.370, -2.716], [-4.827, 0.544, -0.700], [-5.755, 0.472, -0.139], [-3.060, -3.686, -3.756], [7.268, -0.064, 3.551], [-2.871, -1.554, -2.769], [6.905, -1.376, 0.115], [-2.465, -2.430, 0.222]]}


{"formula": "C19H17IN4O6Pd", "method": "ωB97M-V/def2-TZVPD", "s_squared": 2.0121, "de_lowest_kj_mol": 254.9, "spin_multiplicity": 3, "lumo_ev": [-0.932, -2.532], "species": ["H", "H", "C", "Pd", "H", "H", "H", "H", "C", "C", "C", "O", "C", "H", "C", "H", "C", "C", "N", "H", "H", "I", "O", "N", "H", "H", "C", "O", "C", "C", "C", "N", "H", "C", "H", "C", "H", "H", "O", "O", "C", "O", "C", "C", "H", "C", "N", "C"], "coordinates": [[2.457, -3.927, -0.765], [-4.715, 0.020, -2.521], [-1.414, -0.129, 5.844], [0.713, 1.103, -0.090], [0.818, -2.668, 3.938], [0.855, 2.869, 0.334], [-2.944, -1.759, -2.412], [-4.138, 2.321, -1.613], [-1.496, -0.461, -1.510], [-1.095, 0.088, 4.486], [1.904, 2.611, -0.024], [-2.365, 0.662, 7.793], [1.656, -1.962, -0.483], [3.425, 1.460, -0.913], [0.170, -0.569, 2.359], [-1.483, -3.073, -2.374], [2.600, 1.053, -0.320], [0.478, -3.700, -1.660], [-2.157, 0.867, 6.577], [2.972, 0.525, 0.556], [-1.213, -1.442, 7.554], [-0.945, 2.722, 2.044], [0.015, -3.558, 7.660], [0.682, -1.084, -0.759], [2.123, 0.440, -1.132], [-1.857, 2.727, -0.743], [-2.759, -0.747, -2.056], [0.971, -4.197, 5.788], [-0.570, -2.801, -1.849], [-0.285, -0.815, 3.802], [-0.180, -2.193, 5.802], [-1.197, 0.795, -1.072], [0.403, -4.717, -2.048], [-3.416, 1.509, -1.629], [2.530, 2.924, 0.812], [1.606, -3.275, -0.951], [2.078, 3.150, -0.953], [-1.439, 0.990, 3.976], [-0.749, -0.333, 1.504], [1.413, -0.612, 2.176], [-2.129, 1.754, -1.150], [-2.553, 1.887, 5.982], [-0.967, -1.274, 6.510], [0.174, -1.962, 4.456], [2.490, -1.609, 0.121], [-3.733, 0.240, -2.112], [0.295, -3.385, 6.455], [-0.450, -1.478, -1.376]]}